Record 1
Here is C21H30N2O5S as an isolated structure at a distorted geometry from the Open Molecules 2025 dataset. Energies are from ωB97M-V/def2-TZVPD.

electronic energy: -1701.462591 Eh
lowest unoccupied orbital energy: 0.07 eV
Kohn-Sham gap: 0.2917 Ha
energy above the lowest of the compared OMol25 structures with the same formula, charge and spin: 18.895 eV
net charge: 0

CARTESIAN COORDINATES (ANGSTROEM)
C (6.87, 2.01, -0.07)
H (8.05, 2.09, -0.33)
O (6.81, 0.79, 0.32)
C (5.49, 0.06, 0.38)
C (5.53, -1.45, 0.50)
C (4.31, -2.14, 0.83)
C (3.06, -1.58, 0.76)
C (3.02, -0.05, 0.21)
C (4.13, 0.77, 0.20)
O (4.22, 2.05, 0.18)
C (3.05, 3.04, 0.74)
H (3.37, 3.95, 0.72)
H (2.26, 2.64, -0.05)
H (2.84, 2.54, 1.74)
C (1.60, 0.19, -0.09)
O (0.99, 1.16, -0.29)
N (0.98, -1.11, 0.38)
C (1.76, -2.11, 0.70)
H (1.64, -2.44, 1.49)
S (1.42, -3.24, -0.61)
C (-0.13, -2.41, -1.38)
C (0.10, -1.66, -2.48)
H (-0.68, -1.16, -2.98)
H (0.94, -0.95, -2.36)
H (0.55, -2.34, -3.59)
C (-1.15, -3.37, -1.41)
H (-2.14, -3.06, -1.66)
H (-0.98, -3.96, -2.21)
H (-1.45, -3.96, -0.35)
C (-0.30, -1.34, -0.15)
C (-1.25, -1.64, 0.87)
O (-0.99, -2.64, 1.59)
N (-2.38, -1.03, 0.97)
H (-2.64, -0.45, 0.27)
C (-3.48, -1.35, 1.94)
H (-3.19, -0.48, 2.87)
H (-3.40, -2.33, 2.06)
C (-4.80, -0.87, 1.63)
H (-5.60, -1.09, 2.09)
C (-5.01, 0.73, 1.14)
O (-3.95, 0.83, 0.12)
C (-3.90, 2.36, -0.01)
C (-5.05, 2.96, -0.87)
H (-5.87, 2.84, -0.23)
H (-4.80, 4.10, -1.17)
H (-5.04, 2.45, -1.85)
C (-2.44, 2.26, -1.10)
H (-2.18, 3.25, -1.35)
H (-1.63, 2.04, -0.74)
H (-2.83, 1.88, -2.01)
H (-3.52, 2.81, 0.67)
H (-5.91, 0.91, 0.74)
H (-4.41, 1.26, 1.83)
H (-4.91, -1.53, 0.54)
H (-0.63, -0.48, -0.59)
H (4.48, -3.02, 1.19)
H (6.46, -1.76, 0.69)
H (6.43, 2.76, 0.63)
H (6.31, 2.25, -1.07)

Mulliken atomic charge list, values in e, 6 entries: -0.488 0.214 -0.353 0.142 -1.053 -0.889

***

Record 2
Here is C21H30N2RuSi as an isolated structure at a distorted geometry from the Open Molecules 2025 dataset. Energies are from ωB97M-V/def2-TZVPD.

spin multiplicity: 5
electronic energy: -1311.309977 Eh
lowest unoccupied orbital energy (alpha / beta): -6.00 / -10.29 eV
Kohn-Sham gap (alpha / beta): 0.2164 / 0.1392 Ha
net charge: +2

CARTESIAN COORDINATES (ANGSTROEM)
C (-0.77, 0.91, 3.98)
C (-0.76, -0.37, 3.26)
C (0.61, -0.58, 2.79)
H (-1.58, -1.02, 3.03)
C (1.39, 0.59, 3.07)
C (0.56, 1.51, 3.83)
H (0.91, 2.45, 4.25)
H (-1.64, 1.37, 4.42)
H (0.97, -1.43, 2.18)
H (2.40, 0.73, 2.69)
Ru (-0.48, 1.26, 1.93)
C (0.40, 1.92, -2.09)
H (1.26, 1.27, -1.95)
H (0.32, 2.75, -1.44)
H (-0.43, 1.19, -1.89)
Si (0.05, -1.80, -0.19)
C (-0.90, -2.29, -1.75)
C (-1.52, -3.51, -1.42)
H (-1.48, -3.92, -0.41)
C (-2.29, -4.27, -2.31)
H (-2.78, -5.19, -1.99)
C (-2.49, -3.83, -3.64)
H (-3.15, -4.41, -4.34)
C (-1.85, -2.65, -4.01)
H (-2.01, -2.31, -5.06)
C (-1.05, -1.90, -3.11)
H (-0.60, -1.01, -3.50)
C (1.82, -2.28, -0.79)
C (2.06, -3.30, -1.74)
H (1.24, -3.73, -2.29)
C (3.35, -3.79, -2.03)
H (3.48, -4.67, -2.67)
C (4.50, -3.16, -1.53)
H (5.51, -3.58, -1.72)
C (4.28, -2.00, -0.77)
H (5.18, -1.49, -0.43)
C (2.99, -1.53, -0.47)
H (2.91, -0.56, 0.00)
H (-0.58, -2.54, 1.06)
H (0.36, 2.25, -3.11)
N (-2.32, 2.21, 1.40)
C (-2.30, 3.43, 0.49)
C (-1.76, 4.62, 1.28)
C (-0.49, 4.36, 2.12)
N (0.34, 3.21, 1.52)
H (-2.77, 2.48, 2.28)
H (-2.90, 1.47, 0.98)
H (-1.71, 3.20, -0.42)
H (-3.35, 3.60, 0.18)
H (-1.53, 5.45, 0.57)
H (-2.55, 5.00, 1.95)
H (0.16, 5.26, 2.16)
H (-0.74, 4.04, 3.16)
H (1.27, 3.25, 1.97)
H (0.45, 3.33, 0.50)

Mulliken atomic charge list, values in e, 6 entries: -0.731 -0.895 -0.083 0.471 -0.581 -0.503

***

Record 3
Here is C21H30N4O as an isolated structure at a distorted geometry from the Open Molecules 2025 dataset. Energies are from ωB97M-V/def2-TZVPD.

electronic energy: -1111.813665 Eh
lowest unoccupied orbital energy: 0.08 eV
Kohn-Sham gap: 0.2901 Ha
energy above the lowest of the compared OMol25 structures with the same formula, charge and spin: 19.783 eV
net charge: 0

CARTESIAN COORDINATES (ANGSTROEM)
O (1.95, 0.37, 1.38)
C (1.40, -0.54, 0.80)
N (1.94, -1.63, 0.42)
H (1.27, -2.41, -0.08)
C (3.22, -2.20, 0.40)
C (3.81, -2.16, -0.77)
C (3.95, -0.79, -1.22)
N (5.00, 0.08, -0.73)
C (6.30, 0.02, -1.28)
C (7.42, 0.46, -0.19)
C (7.00, 2.15, 0.22)
C (5.53, 2.10, 0.64)
C (4.68, 1.24, -0.40)
H (3.68, 1.50, 0.18)
H (4.64, 2.05, -1.31)
H (5.50, 1.37, 1.78)
H (5.38, 2.86, 1.03)
H (7.73, 2.25, 1.03)
H (7.25, 2.70, -0.74)
H (7.33, -0.07, 0.82)
H (8.34, 0.44, -0.72)
H (6.45, -0.95, -1.28)
H (6.41, 0.70, -2.06)
H (4.25, -0.66, -2.28)
H (3.07, 0.03, -1.56)
H (4.93, -2.52, -0.73)
H (3.28, -2.87, -1.51)
H (3.34, -2.82, 1.03)
H (3.57, -1.27, 1.25)
C (-0.18, -0.44, 0.61)
C (-1.07, -1.38, 0.51)
C (-2.46, -1.28, 0.20)
N (-3.45, -2.09, 0.31)
C (-4.54, -1.52, 0.01)
N (-4.28, -0.13, -0.11)
C (-2.85, 0.26, 0.11)
C (-2.01, 1.15, -0.11)
C (-0.71, 0.92, 0.57)
H (-0.01, 1.75, 0.34)
H (-2.50, 2.28, -0.02)
C (-5.12, 0.90, -0.22)
H (-4.76, 1.96, -0.33)
C (-6.26, 1.15, 0.84)
H (-5.90, 1.90, 1.46)
C (-7.64, 1.45, 0.12)
C (-7.35, 0.39, -1.03)
H (-8.21, 0.57, -1.70)
C (-5.98, 0.52, -1.55)
H (-5.72, -0.12, -2.24)
H (-6.24, 1.58, -2.23)
H (-7.61, -0.53, -0.73)
H (-8.32, 1.21, 0.83)
H (-7.47, 2.49, -0.25)
H (-6.09, 0.22, 1.54)
H (-5.40, -1.86, 0.06)
H (-0.70, -2.39, 1.00)

Mulliken atomic charge list, values in e, 6 entries: -0.684 0.125 -0.131 0.300 -1.481 -0.220

***

Record 4
Here is one molecule with the formula C21H30N4O3S at a distorted geometry from the Open Molecules 2025 dataset. Energies are from ωB97M-V/def2-TZVPD.

electronic energy: -1661.177850 Eh
lowest unoccupied orbital energy: 0.52 eV
Kohn-Sham gap: 0.3520 Ha
energy above the lowest of the compared OMol25 structures with the same formula, charge and spin: 0.872 eV
net charge: 0
SMILES string: Cc1cccc(CCNC(=O)C2CCN(S(=O)(=O)c3c(C)nn(C)c3C)CC2)c1

CARTESIAN COORDINATES (ANGSTROEM)
C (-2.28, -3.91, -2.06)
C (-2.42, -3.01, -0.86)
C (-1.52, -3.11, 0.19)
C (-1.62, -2.26, 1.28)
C (-2.62, -1.31, 1.33)
C (-3.53, -1.20, 0.29)
C (-4.60, -0.14, 0.31)
C (-4.25, 1.00, -0.67)
N (-2.93, 1.52, -0.43)
C (-2.69, 2.57, 0.39)
O (-3.58, 3.23, 0.89)
C (-1.21, 2.88, 0.59)
C (-0.51, 1.71, 1.29)
C (1.01, 1.91, 1.31)
N (1.56, 2.23, 0.01)
S (1.64, 0.91, -1.03)
O (0.46, 0.09, -1.00)
O (2.04, 1.42, -2.31)
C (2.98, 0.03, -0.31)
C (4.29, 0.55, -0.16)
C (4.76, 1.90, -0.55)
N (5.06, -0.36, 0.40)
N (4.30, -1.44, 0.60)
C (4.86, -2.62, 1.19)
C (3.03, -1.26, 0.19)
C (1.98, -2.29, 0.29)
C (0.95, 3.41, -0.58)
C (-0.55, 3.21, -0.76)
C (-3.42, -2.06, -0.80)
H (-3.23, -4.00, -2.58)
H (-1.55, -3.49, -2.75)
H (-1.94, -4.90, -1.76)
H (-0.74, -3.86, 0.16)
H (-0.92, -2.34, 2.10)
H (-2.70, -0.64, 2.18)
H (-4.69, 0.28, 1.31)
H (-5.56, -0.56, 0.02)
H (-4.30, 0.64, -1.70)
H (-4.95, 1.82, -0.53)
H (-2.15, 0.94, -0.73)
H (-1.15, 3.77, 1.23)
H (-0.71, 0.78, 0.76)
H (-0.88, 1.61, 2.31)
H (1.27, 2.74, 1.99)
H (1.51, 1.01, 1.66)
H (5.84, 1.94, -0.51)
H (4.40, 2.12, -1.55)
H (4.34, 2.64, 0.13)
H (4.35, -2.88, 2.12)
H (5.91, -2.42, 1.40)
H (4.78, -3.47, 0.51)
H (2.26, -3.18, -0.28)
H (1.05, -1.89, -0.11)
H (1.83, -2.59, 1.33)
H (1.17, 4.26, 0.07)
H (1.43, 3.55, -1.55)
H (-1.00, 4.12, -1.17)
H (-0.70, 2.39, -1.46)
H (-4.13, -1.98, -1.61)

Mulliken atomic charge list, values in e, 6 entries: -1.479 0.967 -0.693 -0.537 -0.273 0.154

***

Record 5
Here is one molecule with the formula C21H30N4O4 from the Open Molecules 2025 dataset. Energies are from ωB97M-V/def2-TZVPD.

electronic energy: -1338.280062 Eh
lowest unoccupied orbital energy: 0.57 eV
Kohn-Sham gap: 0.3447 Ha
energy above the lowest of the compared OMol25 structures with the same formula, charge and spin: 0.245 eV
net charge: 0
SMILES string: CCOC(=O)N1CCC(NC(=O)C[C@H]2C(=O)NCCN2Cc2ccccc2)CC1

CARTESIAN COORDINATES (ANGSTROEM)
C (7.34, 0.09, -0.10)
C (6.15, -0.83, 0.11)
O (5.00, -0.11, 0.56)
C (4.28, 0.52, -0.39)
O (4.52, 0.43, -1.58)
N (3.29, 1.27, 0.13)
C (2.90, 1.25, 1.52)
C (1.57, 0.51, 1.69)
C (0.50, 1.15, 0.80)
N (-0.76, 0.45, 0.93)
C (-1.87, 1.01, 1.45)
O (-1.91, 2.16, 1.85)
C (-3.07, 0.08, 1.45)
C (-3.88, 0.23, 0.14)
C (-4.63, 1.56, 0.27)
O (-5.61, 1.64, 0.97)
N (-4.13, 2.60, -0.42)
C (-3.01, 2.48, -1.31)
C (-3.13, 1.13, -2.01)
N (-3.01, 0.07, -1.03)
C (-3.10, -1.26, -1.62)
C (-2.37, -2.27, -0.77)
C (-0.98, -2.31, -0.80)
C (-0.29, -3.19, 0.01)
C (-0.97, -4.04, 0.85)
C (-2.36, -4.02, 0.88)
C (-3.05, -3.13, 0.07)
C (0.98, 1.17, -0.65)
C (2.32, 1.89, -0.75)
H (7.56, 0.63, 0.82)
H (7.12, 0.80, -0.89)
H (8.21, -0.50, -0.38)
H (5.90, -1.34, -0.83)
H (6.35, -1.57, 0.89)
H (3.68, 0.78, 2.11)
H (2.78, 2.29, 1.86)
H (1.26, 0.54, 2.73)
H (1.70, -0.54, 1.39)
H (0.31, 2.18, 1.14)
H (-0.81, -0.48, 0.54)
H (-3.72, 0.35, 2.28)
H (-2.74, -0.95, 1.57)
H (-4.66, -0.55, 0.15)
H (-4.53, 3.51, -0.23)
H (-3.05, 3.29, -2.05)
H (-2.07, 2.54, -0.76)
H (-2.32, 1.01, -2.74)
H (-4.10, 1.09, -2.55)
H (-4.15, -1.57, -1.77)
H (-2.62, -1.21, -2.60)
H (-0.45, -1.66, -1.48)
H (0.79, -3.22, -0.03)
H (-0.43, -4.73, 1.49)
H (-2.90, -4.69, 1.53)
H (-4.13, -3.12, 0.10)
H (0.25, 1.66, -1.29)
H (1.11, 0.14, -1.00)
H (2.72, 1.84, -1.76)
H (2.21, 2.94, -0.46)

Mulliken atomic charge list, values in e, 6 entries: -1.125 -0.283 -0.374 0.810 -0.653 0.156

***

Record 6
Here is C21H30N6O3PRhS3 as an isolated structure from the Open Molecules 2025 dataset. Energies are from ωB97M-V/def2-TZVPD.

spin multiplicity: 5
electronic energy: -3018.391506 Eh
lowest unoccupied orbital energy (alpha / beta): -5.62 / -8.16 eV
Kohn-Sham gap (alpha / beta): 0.2637 / 0.2141 Ha
energy above the lowest of the compared OMol25 structures with the same formula, charge and spin: 2.795 eV
net charge: +2

CARTESIAN COORDINATES (ANGSTROEM)
Rh (0.72, -0.32, 0.66)
N (0.47, 0.35, 4.94)
C (0.20, 0.30, 3.63)
S (-0.39, -1.10, 2.89)
N (0.38, 1.49, 2.98)
N (0.18, 1.40, 1.65)
C (-0.44, 2.59, 1.28)
C (-1.35, 2.78, 0.27)
C (-2.03, 4.03, 0.20)
C (-3.06, 4.22, -0.68)
C (-3.44, 3.18, -1.53)
C (-2.73, 2.01, -1.51)
N (-1.70, 1.79, -0.65)
H (0.24, -0.44, 5.52)
H (0.64, 1.24, 5.37)
H (-0.27, 3.42, 1.96)
H (-1.73, 4.80, 0.88)
H (-3.58, 5.17, -0.71)
H (-4.26, 3.29, -2.23)
H (-2.93, 1.21, -2.21)
C (1.45, -1.63, -2.91)
C (1.42, -2.46, -1.67)
N (1.51, -1.99, -0.44)
C (1.72, -3.02, 0.48)
C (1.65, -4.26, -0.04)
S (1.45, -4.16, -1.73)
C (2.28, -2.57, 1.77)
C (2.84, -3.31, 2.75)
S (3.61, -2.28, 3.88)
C (3.14, -0.91, 2.98)
N (2.43, -1.20, 1.92)
C (3.57, 0.48, 3.35)
H (2.01, -2.15, -3.68)
H (0.46, -1.40, -3.31)
H (1.95, -0.69, -2.70)
H (1.79, -5.21, 0.45)
H (2.87, -4.38, 2.86)
H (4.55, 0.67, 2.93)
H (3.64, 0.60, 4.43)
H (2.87, 1.21, 2.95)
C (2.54, 2.45, -2.39)
C (1.72, 1.93, -1.24)
O (0.47, 1.45, -1.77)
P (-0.57, 0.46, -1.03)
O (-1.02, -0.14, -2.43)
C (-1.93, -1.24, -2.70)
C (-2.02, -1.39, -4.20)
O (-1.44, -0.72, -0.17)
C (-2.66, -0.61, 0.61)
C (-3.09, -1.99, 1.02)
H (3.48, 2.88, -2.02)
H (2.00, 3.23, -2.93)
H (2.78, 1.66, -3.10)
H (1.53, 2.73, -0.52)
H (2.25, 1.13, -0.72)
H (-2.90, -1.03, -2.26)
H (-1.54, -2.14, -2.22)
H (-2.18, -0.42, -4.68)
H (-2.86, -2.03, -4.45)
H (-1.12, -1.83, -4.62)
H (-3.43, -0.16, -0.02)
H (-2.51, 0.05, 1.46)
H (-3.32, -2.60, 0.15)
H (-3.99, -1.93, 1.64)
H (-2.32, -2.50, 1.60)

Mulliken atomic charge list, values in e, 6 entries: -0.536 -0.281 0.422 -0.359 -1.404 1.419

***

Record 7
Here is C21H30NY as an isolated structure at a distorted geometry from the Open Molecules 2025 dataset. Energies are from ωB97M-V/def2-TZVPD.

electronic energy: -910.671551 Eh
lowest unoccupied orbital energy: -7.61 eV
Kohn-Sham gap: 0.2058 Ha
net charge: +2

CARTESIAN COORDINATES (ANGSTROEM)
Y (6.58, 6.35, 8.49)
C (3.71, 5.73, 5.66)
C (5.15, 6.22, 5.87)
C (6.22, 5.31, 5.60)
C (7.57, 5.74, 5.59)
C (8.57, 4.83, 4.99)
C (7.84, 7.00, 6.08)
C (6.83, 7.99, 6.40)
C (7.11, 9.43, 6.78)
C (5.49, 7.56, 6.30)
H (3.45, 4.89, 6.32)
H (3.59, 5.32, 4.63)
H (2.98, 6.54, 5.86)
H (5.97, 4.36, 5.16)
H (8.13, 4.25, 4.21)
H (8.96, 4.19, 5.80)
H (9.40, 5.38, 4.59)
H (8.87, 7.28, 6.37)
H (6.40, 10.12, 6.21)
H (8.16, 9.69, 6.64)
H (6.95, 9.57, 7.89)
H (4.65, 8.27, 6.51)
C (5.17, 9.07, 14.63)
C (5.83, 9.34, 13.29)
C (6.50, 10.58, 13.05)
C (7.19, 10.76, 11.84)
C (7.79, 12.07, 11.51)
C (7.41, 9.68, 10.97)
C (6.70, 8.43, 11.16)
C (5.85, 8.34, 12.35)
N (6.95, 7.36, 10.33)
C (7.21, 5.95, 10.79)
C (7.56, 5.81, 12.30)
C (5.94, 5.12, 10.52)
C (8.42, 5.39, 10.08)
H (5.26, 9.95, 15.18)
H (5.60, 8.30, 15.27)
H (4.07, 8.80, 14.56)
H (6.51, 11.25, 13.85)
H (7.06, 12.70, 10.96)
H (8.69, 11.86, 10.91)
H (8.16, 12.60, 12.41)
H (8.10, 9.73, 10.12)
H (5.24, 7.42, 12.44)
H (6.66, 6.02, 13.00)
H (8.36, 6.52, 12.57)
H (7.86, 4.76, 12.62)
H (5.02, 5.66, 10.28)
H (5.73, 4.67, 11.53)
H (6.04, 4.24, 9.86)
H (9.20, 6.20, 10.18)
H (8.30, 5.09, 8.98)
H (8.73, 4.45, 10.57)

Mulliken atomic charge list, values in e, 6 entries: 1.048 -1.354 0.711 -0.946 0.985 -1.307

***

Record 8
Here is C21H31AsN4O2PdS2 as an isolated structure at a distorted geometry from the Open Molecules 2025 dataset. Energies are from ωB97M-V/def2-TZVPD.

electronic energy: -4347.717619 Eh
lowest unoccupied orbital energy: -7.95 eV
Kohn-Sham gap: 0.2210 Ha
energy above the lowest of the compared OMol25 structures with the same formula, charge and spin: 3.013 eV
net charge: +2

CARTESIAN COORDINATES (ANGSTROEM)
Pd (-0.05, -0.77, 0.29)
S (-1.20, -4.06, 3.01)
C (-1.39, -2.63, 3.91)
C (-1.22, -1.51, 3.16)
C (-0.96, -1.83, 1.80)
C (-0.88, -3.18, 1.58)
C (-0.55, -3.75, 0.29)
C (-0.51, -5.11, 0.02)
C (-0.24, -5.53, -1.27)
C (-0.01, -4.58, -2.26)
C (-0.03, -3.24, -1.90)
N (-0.29, -2.84, -0.66)
H (-1.62, -2.68, 4.97)
H (-1.31, -0.52, 3.57)
H (-0.70, -5.82, 0.81)
H (-0.21, -6.58, -1.51)
H (0.19, -4.86, -3.28)
H (0.19, -2.47, -2.62)
C (2.99, 0.90, -0.46)
O (3.07, -0.33, 0.33)
C (2.02, -0.95, 0.70)
O (1.93, -1.96, 1.29)
H (3.76, 1.56, -0.07)
H (2.01, 1.35, -0.37)
H (3.20, 0.65, -1.49)
C (2.84, 0.86, -4.53)
C (1.92, -0.29, -4.11)
C (0.72, 0.17, -3.34)
N (0.42, -0.20, -2.15)
N (-0.75, 0.34, -1.66)
C (-1.32, 1.15, -2.51)
N (-2.44, 1.84, -2.25)
S (-0.45, 1.28, -4.01)
H (3.63, 0.49, -5.18)
H (3.31, 1.33, -3.67)
H (2.30, 1.63, -5.08)
H (2.45, -1.02, -3.50)
H (1.57, -0.80, -5.01)
H (-2.98, 1.59, -1.44)
H (-2.90, 2.39, -2.96)
C (0.46, 2.63, 3.95)
C (0.68, 1.49, 2.96)
As (-0.63, 1.41, 1.51)
C (-0.49, 3.18, 0.68)
C (0.77, 3.40, -0.14)
C (-2.37, 1.57, 2.37)
C (-3.52, 1.14, 1.46)
H (1.13, 2.51, 4.80)
H (-0.55, 2.65, 4.34)
H (0.68, 3.61, 3.51)
H (0.64, 0.52, 3.45)
H (1.66, 1.57, 2.48)
H (-0.54, 3.86, 1.53)
H (-1.38, 3.33, 0.07)
H (1.67, 3.27, 0.47)
H (0.79, 4.41, -0.54)
H (0.81, 2.70, -0.98)
H (-2.47, 2.62, 2.66)
H (-2.37, 0.97, 3.28)
H (-3.68, 1.87, 0.66)
H (-4.45, 1.07, 2.02)
H (-3.33, 0.16, 1.02)

Mulliken atomic charge list, values in e, 6 entries: -0.097 -0.218 -0.877 -0.187 -0.011 0.405